[1]
24
Properties=species:S:1:pos:R:3:nbo_charge:R:1 method="wB97M-V/def2-TZVPD" energy_ha=-860.13855 e_above_lowest_kj_mol=137.4 gap_ha=0.330 smiles=CSC.O.O.O.O.O lumo_energy_ev=0.095
C -0.145 -1.640 1.423 -0.724
S -0.310 -1.163 -0.337 0.109
C -1.873 -1.857 -0.945 -0.735
H -0.060 -0.724 1.988 0.224
H 0.688 -2.313 1.516 0.221
H -1.050 -2.184 1.685 0.227
H -2.342 -2.591 -0.295 0.227
H -2.545 -1.016 -1.088 0.227
H -1.704 -2.366 -1.886 0.229
O 3.242 -2.141 -0.616 -0.932
H 2.335 -1.853 -0.464 0.470
H 3.719 -1.827 0.159 0.458
O 2.719 0.622 -1.863 -1.007
H 2.049 1.002 -1.305 0.502
H 3.298 1.003 -2.518 0.505
O -1.247 2.358 -0.765 -0.975
H -1.117 1.635 -1.379 0.482
H -0.694 2.250 0.014 0.495
O 1.048 2.374 1.288 -0.959
H 1.108 3.312 1.494 0.482
H 1.958 2.056 1.327 0.481
O -3.375 1.656 0.944 -0.975
H -2.663 1.264 1.454 0.466
H -3.038 2.142 0.171 0.501

---

[2]
125
Properties=species:S:1:pos:R:3:mulliken_charge:R:1 method="wB97M-V/def2-TZVPD" energy_ha=-4606.74980 e_above_lowest_kj_mol=0.0 gap_ha=0.397 smiles="CCOC(=O)OC.CCOC(=O)OC.CCOC(=O)OC.CCOC(C)=O.CCOC(C)=O.CCOC(C)=O.CCOC(C)=O.CCOC(C)=O.ClCCl.ClCCl" lumo_energy_ev=0.473
C -4.882 -2.417 -1.338 -1.362
C -3.852 -1.373 -0.992 1.704
O -4.446 -0.064 -1.059 -0.308
C -3.791 0.870 -1.709 0.651
O -2.677 0.772 -2.163 -0.263
O -4.537 1.977 -1.719 -0.403
C -3.888 3.159 -2.165 -0.055
H -4.381 -3.328 -1.665 0.208
H -5.448 -2.093 -2.217 0.438
H -5.576 -2.628 -0.529 0.293
H -3.000 -1.446 -1.663 -0.386
H -3.472 -1.496 0.019 -0.650
H -2.885 3.215 -1.742 -0.257
H -4.431 4.011 -1.760 0.260
H -3.890 3.203 -3.250 0.333
C 3.875 0.550 -6.538 -1.206
C 3.501 1.020 -5.143 -0.035
O 2.230 1.680 -5.122 -0.380
C 1.173 0.907 -4.927 0.770
O 1.193 -0.275 -4.685 -0.557
O 0.082 1.648 -5.096 -0.355
C -1.143 0.930 -5.025 -0.131
H 3.253 -0.312 -6.779 0.298
H 4.914 0.210 -6.494 0.386
H 3.830 1.324 -7.300 0.303
H 4.217 1.747 -4.772 0.317
H 3.452 0.161 -4.473 0.226
H -1.946 1.626 -5.237 0.194
H -1.294 0.514 -4.030 -0.133
H -1.145 0.099 -5.731 0.346
C 1.638 1.268 2.689 -0.243
C 1.693 -0.246 2.806 0.948
O 1.382 -0.686 4.126 -0.350
C 1.477 -1.995 4.344 0.901
O 1.801 -2.831 3.543 -0.622
O 1.145 -2.223 5.605 -0.358
C 1.134 -3.596 5.987 -0.599
H 2.347 1.708 3.395 0.582
H 0.629 1.609 2.923 -0.244
H 1.972 1.529 1.688 -0.286
H 2.724 -0.529 2.578 0.385
H 1.024 -0.680 2.070 -0.834
H 0.903 -3.598 7.045 0.250
H 2.082 -4.084 5.771 0.289
H 0.346 -4.114 5.438 0.224
C -1.798 -6.907 -0.921 -1.438
C -1.108 -5.755 -1.605 -0.026
O -0.305 -5.025 -0.646 -0.416
C -0.900 -3.993 -0.031 0.081
C -0.017 -3.277 0.951 0.387
O -2.054 -3.696 -0.208 -0.399
H -2.554 -6.533 -0.228 0.295
H -1.091 -7.484 -0.323 0.342
H -2.274 -7.573 -1.639 0.417
H -0.410 -6.089 -2.369 0.317
H -1.828 -5.060 -2.034 0.278
H 1.024 -3.583 0.909 0.533
H -0.355 -3.601 1.942 0.090
H -0.139 -2.206 0.869 -0.601
C 1.059 3.680 0.018 -0.539
C 0.141 4.414 -0.933 0.013
O 0.822 4.637 -2.191 -0.251
C 1.311 5.853 -2.433 0.680
C 1.888 5.964 -3.824 -0.982
O 1.306 6.747 -1.636 -0.576
H 1.298 2.696 -0.393 -0.114
H 0.586 3.556 0.991 0.254
H 2.007 4.208 0.134 0.408
H -0.696 3.773 -1.216 -0.408
H -0.234 5.355 -0.537 0.532
H 2.437 6.897 -3.903 0.330
H 1.129 5.923 -4.600 0.283
H 2.594 5.137 -3.939 0.201
C -2.619 -1.718 2.976 0.448
C -3.488 -2.950 3.186 -0.441
O -4.151 -3.009 4.454 -0.382
C -3.387 -3.048 5.544 0.802
C -4.191 -3.075 6.818 -1.170
O -2.187 -3.124 5.540 -0.517
H -1.796 -1.696 3.690 0.150
H -3.181 -0.800 3.184 0.364
H -2.286 -1.686 1.942 -0.884
H -4.275 -2.970 2.436 0.231
H -2.852 -3.827 3.035 0.364
H -4.029 -4.052 7.274 0.309
H -5.267 -3.049 6.634 0.320
H -3.936 -2.250 7.474 0.288
C 8.248 3.425 -2.577 -1.160
C 7.935 2.291 -1.643 -0.259
O 6.511 2.251 -1.449 -0.201
C 6.068 1.364 -0.554 0.245
C 4.572 1.419 -0.352 -0.183
O 6.783 0.600 0.033 -0.602
H 7.873 3.288 -3.587 0.282
H 9.320 3.633 -2.558 0.382
H 7.826 4.342 -2.154 0.304
H 8.296 1.311 -1.965 0.329
H 8.420 2.429 -0.672 0.314
H 4.223 0.395 -0.424 0.095
H 4.104 2.106 -1.047 0.267
H 4.374 1.752 0.667 0.182
C -2.141 2.490 5.762 -1.433
C -1.888 1.433 4.711 0.310
O -1.995 1.998 3.387 -0.218
C -3.217 2.098 2.864 0.561
C -3.201 2.747 1.507 -0.404
O -4.222 1.732 3.418 -0.591
H -3.035 3.060 5.513 0.332
H -1.291 3.173 5.797 0.322
H -2.243 2.027 6.742 0.401
H -0.862 1.073 4.755 0.166
H -2.569 0.589 4.788 0.168
H -3.590 3.761 1.636 0.448
H -3.874 2.223 0.836 0.076
H -2.175 2.820 1.156 -0.152
Cl 1.663 -0.469 -0.652 -0.144
C 0.015 0.096 -0.997 -0.172
Cl -0.908 0.424 0.474 0.439
H -0.031 0.948 -1.664 0.493
H -0.466 -0.739 -1.492 -0.456
Cl -1.089 -2.508 -3.427 -0.091
C 0.118 -3.742 -3.819 0.027
Cl -0.425 -4.853 -5.065 -0.178
H 1.015 -3.222 -4.137 0.283
H 0.331 -4.291 -2.910 -0.044

---

[3]
105
Properties=species:S:1:pos:R:3:mulliken_charge:R:1 method="wB97M-V/def2-TZVPD" charge=+1 energy_ha=-13571.58743 e_above_lowest_kj_mol=214.7 gap_ha=0.254 lumo_energy_ev=-4.729
C -4.316 -1.253 2.225 -0.837
C -4.190 -0.433 0.884 -0.396
O -2.807 -0.031 0.571 -0.471
C -2.261 -0.833 -0.406 0.103
C -2.243 -2.303 -0.270 0.352
N -1.649 -3.078 -1.244 0.187
P -1.634 -4.876 -0.950 0.362
O -0.884 -4.973 0.565 -0.334
Br -3.784 -5.583 -0.763 -0.125
C -1.048 -2.582 -2.390 -0.798
C -1.012 -1.133 -2.638 -0.510
C -1.630 -0.275 -1.619 0.233
C -1.654 1.278 -1.775 0.069
O -2.436 1.848 -2.470 -0.421
O -0.715 1.998 -1.034 -0.446
H -4.969 -2.159 2.063 0.153
H -4.731 -0.595 3.036 0.322
H -3.305 -1.645 2.513 0.343
H -4.779 0.528 0.919 0.416
H -4.570 -1.013 -0.008 0.395
H -2.729 -2.709 0.652 0.380
H -0.137 -4.337 0.471 0.225
H -0.586 -3.261 -3.139 0.734
H -0.523 -0.673 -3.524 0.492
H -0.607 1.458 -0.220 0.435
Cl 3.908 -1.836 -0.851 -0.189
C 3.485 -3.470 -0.280 -0.205
C 2.688 -4.243 -1.303 -0.515
Cl 1.047 -3.559 -1.524 -0.003
H 2.940 -3.369 0.660 0.201
H 4.420 -3.983 -0.075 0.142
H 2.559 -5.274 -0.972 0.268
H 3.183 -4.258 -2.273 0.401
Cl -1.611 6.325 -5.301 -0.189
C -2.622 5.422 -4.146 -0.296
C -4.028 5.212 -4.659 -0.402
Cl -4.951 6.735 -4.738 -0.159
H -2.617 5.961 -3.199 0.357
H -2.138 4.457 -3.990 0.101
H -4.571 4.549 -3.984 0.249
H -4.029 4.764 -5.652 0.356
Cl 8.262 2.086 2.131 -0.180
C 7.982 0.960 0.776 -0.471
C 6.510 0.716 0.529 -0.530
Cl 5.750 -0.208 1.848 -0.077
H 8.511 0.033 0.993 0.293
H 8.435 1.412 -0.107 0.368
H 6.381 0.131 -0.383 0.297
H 5.963 1.652 0.413 0.319
Cl -9.806 4.537 -3.533 -0.195
C -8.312 4.300 -4.474 -0.315
C -8.384 4.953 -5.835 0.054
Cl -9.549 4.140 -6.913 -0.198
H -8.129 3.229 -4.553 0.367
H -7.501 4.745 -3.896 0.124
H -7.410 4.897 -6.323 0.226
H -8.667 6.003 -5.761 -0.103
Cl 7.014 -4.393 1.775 -0.153
C 6.612 -6.030 2.355 -0.422
C 5.823 -6.815 1.333 -0.542
Cl 4.182 -6.152 1.106 -0.161
H 6.066 -5.932 3.293 0.288
H 7.556 -6.535 2.560 0.332
H 5.706 -7.846 1.666 0.386
H 6.320 -6.826 0.363 0.303
Cl 5.360 -1.552 5.281 -0.152
C 5.380 -0.140 6.375 -0.434
C 4.936 1.118 5.667 -0.586
Cl 6.109 1.646 4.439 -0.082
H 6.385 -0.044 6.783 0.340
H 4.699 -0.361 7.197 0.285
H 4.836 1.933 6.385 0.346
H 3.974 0.979 5.174 0.284
Cl -7.084 -4.452 3.471 -0.176
C -7.965 -4.954 2.007 -0.422
C -7.191 -4.646 0.746 -0.319
Cl -7.067 -2.893 0.441 -0.178
H -8.937 -4.461 2.011 0.327
H -8.127 -6.029 2.087 0.304
H -7.699 -5.080 -0.116 0.406
H -6.181 -5.053 0.788 0.031
Cl 0.383 -3.975 7.012 -0.182
C 1.931 -4.136 6.146 -0.430
C 1.925 -3.398 4.827 -0.293
Cl 0.831 -4.155 3.635 -0.152
H 2.133 -5.198 6.010 0.329
H 2.702 -3.722 6.795 0.299
H 2.924 -3.412 4.391 0.129
H 1.623 -2.359 4.951 0.303
Cl 13.414 4.473 4.738 -0.183
C 12.393 3.589 3.577 -0.410
C 11.646 2.447 4.228 -0.163
Cl 12.735 1.131 4.735 -0.191
H 13.030 3.239 2.765 0.327
H 11.683 4.309 3.169 0.275
H 10.938 2.016 3.518 0.023
H 11.088 2.780 5.103 0.326
Cl -10.545 10.024 -7.921 -0.183
C -8.924 9.409 -8.329 -0.513
C -8.593 8.136 -7.584 -0.404
Cl -8.379 8.416 -5.836 -0.208
H -8.201 10.196 -8.119 0.326
H -8.919 9.219 -9.403 0.334
H -7.654 7.724 -7.955 0.325
H -9.370 7.382 -7.713 0.353

---

[4]
61
Properties=species:S:1:pos:R:3:mulliken_charge:R:1 method="wB97M-V/def2-TZVPD" energy_ha=-1446.67161 e_above_lowest_kj_mol=1160.9 gap_ha=0.238 lumo_energy_ev=-0.365
Sr 0.045 0.181 -0.189 2.121
C -0.959 -3.287 1.398 -0.974
C -0.500 -2.048 0.683 -0.011
C -0.951 -1.912 -0.827 0.584
O -0.625 -0.853 -1.412 -1.559
C -1.709 -2.987 -1.472 -0.521
C -2.035 -4.038 -0.738 0.127
C -1.666 -4.217 0.750 -0.018
O -2.244 -5.089 1.563 -0.712
O -2.757 -4.935 -1.388 -0.715
O 0.113 -1.071 1.133 -0.635
H -0.826 -3.217 2.468 0.474
H -2.087 -2.908 -2.480 0.438
C 3.522 -0.683 0.838 -1.274
O 2.248 -0.016 0.896 0.495
C 2.056 0.444 2.203 -1.155
C 0.649 0.892 2.443 -0.755
N 0.132 1.794 1.358 -0.263
C -1.281 2.158 1.734 -0.923
C -2.298 1.036 1.675 -0.661
O -2.272 0.303 0.441 0.271
C -3.275 -0.630 0.311 -0.973
H 4.197 -0.399 1.644 0.457
H 3.927 -0.497 -0.157 0.229
H 3.296 -1.712 1.117 0.279
H 2.684 1.280 2.508 0.467
H 2.201 -0.288 2.998 0.496
H 0.583 1.496 3.347 0.491
H 0.001 0.017 2.508 0.169
H 0.626 2.674 1.396 0.338
H -1.682 2.945 1.095 -0.051
H -1.253 2.579 2.738 0.647
H -3.290 1.482 1.746 0.676
H -2.233 0.464 2.600 0.522
H -3.157 -1.642 0.699 0.214
H -3.321 -0.844 -0.757 0.338
H -4.184 -0.217 0.748 0.431
C -2.638 2.575 -0.792 -1.212
O -1.361 2.095 -0.894 0.336
C -0.491 3.101 -1.563 -1.134
C 0.987 2.732 -1.527 -0.656
N 1.069 1.320 -1.799 -0.272
C 2.486 1.000 -1.807 -0.866
C 2.552 -0.543 -1.971 -1.250
O 1.848 -1.234 -1.006 0.989
C 2.160 -2.696 -1.095 -1.040
H -2.446 3.417 -0.126 0.698
H -3.317 1.858 -0.331 0.046
H -2.878 2.998 -1.767 0.432
H -0.608 4.092 -1.126 0.425
H -0.843 3.086 -2.594 0.510
H 1.473 2.970 -0.581 0.248
H 1.529 3.270 -2.305 0.568
H 0.641 1.245 -2.711 0.086
H 2.923 1.408 -0.895 0.330
H 2.963 1.541 -2.623 0.484
H 3.621 -0.714 -1.842 0.639
H 2.232 -0.653 -3.007 0.622
H 1.510 -3.087 -0.312 0.278
H 3.199 -2.977 -0.924 0.358
H 1.714 -3.059 -2.021 0.317

---

[5]
11
Properties=species:S:1:pos:R:3:nbo_charge:R:1 method="wB97M-V/def2-TZVPD" energy_ha=-480.06314 e_above_lowest_kj_mol=21.7 gap_ha=0.391 smiles=Nn1nc(F)cc1F lumo_energy_ev=0.870
N 1.589 -1.245 0.003 -0.620
N 0.470 -0.444 -0.004 -0.074
N -0.795 -0.947 -0.006 -0.340
C -1.544 0.128 0.001 0.536
F -2.867 0.010 -0.007 -0.299
C -0.833 1.346 0.002 -0.488
C 0.466 0.895 -0.006 0.568
F 1.594 1.576 -0.008 -0.277
H 1.554 -1.842 0.840 0.370
H 1.574 -1.855 -0.844 0.370
H -1.208 2.379 0.029 0.253

---

[6]
106
Properties=species:S:1:pos:R:3:mulliken_spin:R:1 method="wB97M-V/def2-TZVPD" energy_ha=-2905.29023 e_above_lowest_kj_mol=0.0 gap_ha="0.285 / 0.220" spin_multiplicity=3 lumo_energy_ev="0.262 / -1.585"
Au 0.356 -1.880 -1.476 -0.031
O -3.842 -3.308 -0.144 0.005
C -3.036 -3.322 -1.091 -0.002
O -1.786 -3.482 -1.017 0.006
C -3.618 -3.040 -2.485 -0.002
P -3.464 -1.344 -3.198 0.001
C -1.681 -1.119 -3.566 -0.018
C -1.287 0.141 -4.000 0.006
C 0.020 0.393 -4.402 0.012
C 0.959 -0.620 -4.405 0.001
C 0.586 -1.902 -3.999 -0.002
C -0.729 -2.154 -3.563 -0.006
C -3.613 -0.174 -1.776 -0.012
C -4.323 1.019 -2.028 0.363
C -4.330 2.063 -1.071 -0.004
C -3.797 1.888 0.158 0.306
C -3.301 0.554 0.587 -0.067
C -3.037 -0.367 -0.554 0.172
H -4.690 -3.239 -2.464 -0.001
H -3.176 -3.706 -3.231 0.000
H -2.018 0.942 -4.028 -0.005
H 0.302 1.388 -4.723 0.001
H 1.976 -0.422 -4.711 0.000
H 1.277 -2.730 -4.100 0.000
H -1.024 -3.163 -3.309 0.000
H -4.800 1.161 -2.989 -0.013
H -4.758 3.023 -1.337 0.001
H -3.766 2.690 0.882 -0.021
H -1.910 0.143 2.029 -0.011
H -2.410 -1.225 -0.354 0.120
C -4.585 0.938 2.758 0.007
C -4.214 -0.099 1.692 0.103
C -3.508 -1.287 2.360 0.016
C -5.485 -0.616 1.015 0.021
O -1.984 0.798 1.314 0.070
Si -0.312 1.125 0.681 -0.035
O 0.008 0.219 -0.524 -0.050
O 0.392 0.737 2.113 0.020
C 0.661 1.537 3.284 0.007
C -0.597 2.270 3.737 0.001
C 1.779 2.521 2.964 -0.001
C 1.103 0.555 4.360 0.000
O -0.371 2.739 0.486 0.022
C 0.088 3.487 -0.669 0.004
C 0.151 4.933 -0.204 -0.001
C -0.927 3.313 -1.786 0.028
C 1.465 2.994 -1.103 0.000
H -5.098 0.432 3.577 -0.001
H -5.263 1.695 2.361 -0.006
H -3.712 1.447 3.174 -0.002
H -4.226 -1.781 3.017 0.003
H -2.677 -0.995 3.020 -0.001
H -3.181 -2.035 1.636 -0.006
H -6.196 -0.915 1.787 0.000
H -5.269 -1.487 0.394 -0.013
H -5.953 0.162 0.410 -0.002
H -0.967 2.933 2.955 0.000
H -0.375 2.869 4.622 0.000
H -1.382 1.559 4.004 0.000
H 1.443 3.250 2.227 0.000
H 2.642 1.986 2.565 0.000
H 2.085 3.056 3.865 0.000
H 0.331 -0.201 4.522 0.001
H 1.278 1.078 5.301 0.000
H 2.026 0.053 4.068 0.001
H -0.834 5.267 0.127 0.000
H 0.483 5.579 -1.017 0.000
H 0.849 5.035 0.628 0.000
H -1.908 3.659 -1.459 -0.001
H -0.997 2.259 -2.055 0.005
H -0.628 3.887 -2.666 -0.003
H 2.178 3.075 -0.279 0.000
H 1.832 3.601 -1.932 -0.001
H 1.416 1.956 -1.437 0.001
C 5.675 0.990 -2.838 0.000
C 4.450 0.492 -2.112 -0.002
O 3.389 0.372 -2.686 0.000
C 4.569 0.116 -0.670 0.005
C 5.803 0.016 -0.030 0.001
C 5.875 -0.434 1.280 -0.005
C 4.712 -0.782 1.955 0.006
C 3.479 -0.665 1.326 0.044
C 3.404 -0.213 0.020 0.005
H 5.389 1.301 -3.839 0.000
H 6.418 0.193 -2.908 0.000
H 6.137 1.823 -2.306 0.000
H 6.715 0.271 -0.555 0.000
H 6.836 -0.520 1.770 0.000
H 4.769 -1.146 2.974 0.000
H 2.567 -0.928 1.843 -0.035
H 2.444 -0.131 -0.480 -0.003
C -0.182 -3.047 1.638 0.111
C 1.150 -3.428 1.144 0.233
C 2.168 -4.194 1.811 0.057
C 3.228 -4.247 0.961 0.150
C 2.836 -3.510 -0.220 0.319
C 3.648 -3.276 -1.434 0.022
N 1.595 -3.038 -0.078 -0.019
H -0.388 -3.481 2.615 0.014
H -0.945 -3.353 0.905 0.040
H -0.227 -1.954 1.709 0.022
H 2.072 -4.630 2.792 0.003
H 4.181 -4.729 1.106 0.004
H 3.821 -4.216 -1.964 0.025
H 4.626 -2.873 -1.158 0.021
H 3.145 -2.571 -2.096 -0.003